Density functional theory data (ωB97M-V with the def2-TZVPD basis set) for 3 unconnected molecules or ions with the total composition C21H44BF6N3O16PS3.

Its total charge is -1. Its HOMO energy is -6.1 eV. As for the spin multiplicity: 1.

Cartesian coordinates (Å):
O  -0.451  1.302  0.579
H  4.677  -0.926  -2.326
F  2.497  4.207  -1.029
H  1.277  7.447  0.550
H  -2.847  -3.038  -0.983
N  -1.490  4.594  0.872
C  -1.131  6.970  1.312
H  5.527  -8.301  -3.730
H  2.980  0.369  -2.353
H  1.564  1.913  -2.249
S  -2.797  1.015  -0.209
C  2.808  -7.187  -0.866
P  1.009  2.116  0.198
C  5.920  -8.575  -2.755
H  -0.921  7.920  0.830
H  2.042  -0.825  -3.261
C  -5.179  -6.355  0.852
H  -0.003  7.267  3.088
H  -5.654  -2.774  -2.165
C  2.260  -0.440  -2.259
O  1.066  2.791  1.784
H  -2.896  5.142  3.232
H  -3.518  -4.078  -2.229
C  -1.574  2.104  0.656
H  -0.582  5.958  -0.473
O  -2.762  1.139  -1.641
N  -1.852  3.723  -1.337
C  0.061  6.654  2.199
O  5.650  -6.114  -1.957
C  -2.424  4.267  3.654
H  6.489  -0.214  0.264
O  6.182  -0.965  -0.236
S  -5.325  -5.439  -0.645
H  1.740  -5.392  -0.362
H  -4.295  -1.669  -2.399
H  0.050  5.614  2.485
H  -2.459  4.504  1.167
H  3.442  -5.117  -0.733
H  0.645  3.651  1.795
H  -1.375  4.335  3.412
H  4.581  -2.494  -1.573
O  -4.255  -4.330  -0.292
H  2.040  7.545  2.144
C  -4.750  -2.375  -1.704
H  2.316  -5.448  -2.038
H  -5.052  -1.835  -0.808
O  0.125  3.504  -0.290
H  -2.290  6.203  -0.274
H  4.420  -1.568  0.635
H  -5.387  -5.693  1.687
O  2.407  0.405  3.160
F  -5.297  0.737  -0.611
O  -2.546  -0.324  0.220
C  -4.552  1.384  0.273
H  -5.913  -7.157  0.813
H  3.137  -7.445  0.142
F  -4.857  0.934  1.476
F  3.580  2.354  -0.933
C  -3.034  2.993  2.986
H  -0.263  1.545  3.065
H  -1.532  3.064  -2.026
C  2.677  3.113  -0.273
O  1.101  -0.035  -1.630
N  1.998  0.737  0.775
H  1.947  6.039  1.303
H  -2.518  4.229  4.728
H  -2.863  3.734  -1.294
C  1.401  6.953  1.505
O  -6.627  -4.850  -0.702
H  5.612  -9.579  -2.477
O  -4.841  -6.230  -1.736
H  -4.175  -6.763  0.916
H  4.413  0.069  0.002
O  -1.200  1.299  3.059
H  -3.908  3.227  2.387
S  5.304  -7.439  -1.558
O  3.759  -7.688  -1.833
H  -2.038  7.130  1.891
C  0.925  1.368  -1.557
C  -1.243  3.469  -0.039
H  -3.393  2.382  3.807
C  2.199  0.634  1.982
F  3.371  3.578  0.790
F  -4.843  2.678  0.159
C  -1.386  5.905  0.246
H  1.889  -7.736  -1.060
C  -3.771  -3.474  -1.357
H  7.004  -8.494  -2.748
C  4.232  -1.467  -1.495
H  -0.093  1.552  -1.881
B  -1.921  2.128  2.271
O  2.826  -1.504  -1.519
O  5.621  -7.912  -0.246
C  4.749  -0.944  -0.190
C  2.563  -5.699  -1.007

***

Density functional theory data (ωB97M-V with the def2-TZVPD basis set) for C3H3NO3 in the gas phase.

Its structure (SMILES) is O=COc1co[nH]1. Its HOMO energy is -8.9 eV. As for the spin multiplicity: 1. Its energy above the lowest of the compared OMol25 structures with the same formula, charge and spin is 4.4189 eV.

Cartesian coordinates (Å):
H  2.057  0.525  0.148
C  -0.003  -0.287  -0.362
H  -1.834  -0.003  2.255
N  -0.033  -0.646  -1.723
O  0.099  0.650  2.074
O  -1.039  -0.487  0.489
C  -0.898  0.103  1.698
H  -0.778  -0.204  -2.266
C  1.204  0.265  -0.459
O  1.223  0.085  -1.854

***

Density functional theory data (ωB97M-V with the def2-TZVPD basis set) for a molecular structure, C29H28FN3O9PRuSe2.

Its HOMO energy (alpha / beta) is -8.3 / -8.3 eV. As for the spin multiplicity: 6. Its energy above the lowest of the compared OMol25 structures with the same formula, charge and spin is 0.8353 eV.

Cartesian coordinates (Å):
O  1.332  2.651  1.416
H  4.515  -2.791  -3.670
H  2.282  -3.030  -2.647
C  2.733  -0.907  4.293
H  -1.737  -5.630  -5.601
H  1.514  2.193  -1.285
H  3.803  -1.043  4.205
C  2.727  -0.195  1.997
C  -2.470  1.781  -1.313
N  -2.986  2.595  4.334
O  4.097  -1.929  6.404
O  -0.765  2.546  4.815
C  3.699  -2.159  -3.999
H  3.816  -0.287  2.103
H  -1.425  -3.212  -5.216
H  0.558  3.969  3.478
P  -0.257  -1.686  -3.106
Se  0.170  -1.442  -0.910
C  -1.133  -3.925  -4.457
H  4.889  -1.103  -5.440
C  -1.679  2.999  4.159
C  -0.953  -6.199  -3.684
C  1.989  -0.442  3.200
C  2.860  -0.408  -5.422
N  2.911  -1.719  6.590
H  -0.150  -6.462  -1.711
C  -4.113  2.917  3.570
H  -0.832  2.692  -3.199
O  2.294  0.073  0.873
C  -2.564  4.358  2.377
O  -0.800  2.680  0.867
F  -4.799  4.326  1.770
C  1.391  -1.487  -3.856
C  0.583  -0.258  3.319
O  -5.186  2.408  3.779
H  -3.126  1.894  5.046
H  -2.960  1.833  -2.287
H  -2.520  0.565  0.467
O  -0.180  0.192  2.376
H  -1.072  -0.412  4.665
C  1.599  -0.543  -4.853
N  -1.501  3.979  3.183
H  -1.091  -7.261  -3.850
C  -1.311  -5.285  -4.667
Ru  0.181  0.685  0.356
C  2.445  -2.295  -3.426
C  0.734  -1.030  5.620
C  -0.413  2.594  -2.195
H  0.276  -1.259  6.572
H  3.023  0.325  -6.202
C  0.180  3.089  1.572
H  -0.595  3.517  -1.642
Se  -1.735  -0.527  -4.074
H  -2.570  2.744  -0.811
O  2.336  -1.915  7.644
C  -0.423  -5.752  -2.483
H  -3.052  -0.271  -1.006
H  0.161  -4.045  -1.324
C  3.907  -1.212  -4.996
H  -0.023  5.120  2.256
C  -0.006  -0.567  4.573
H  -4.097  0.929  -0.213
C  2.119  -1.205  5.472
O  -1.081  1.511  -1.549
C  -0.590  -3.475  -3.256
C  -0.240  -4.393  -2.266
C  -0.137  4.115  2.661
H  1.595  3.099  -2.773
H  0.771  0.070  -5.188
H  -2.349  5.080  1.602
C  -3.066  0.679  -0.474
C  -3.800  3.904  2.550
H  1.232  1.361  -2.833
C  1.064  2.286  -2.279

***

Density functional theory data (ωB97M-V with the def2-TZVPD basis set) for a molecular structure, C11H15CaNP.

Its total charge is -1. Its HOMO energy (alpha / beta) is -0.2 / -0.2 eV. As for the spin multiplicity: 1. Its energy above the lowest of the compared OMol25 structures with the same formula, charge and spin is 0.0000 eV.

Cartesian coordinates (Å):
H  -1.581  3.071  1.443
H  -2.300  -0.073  6.035
H  2.037  -0.434  -0.851
H  1.166  -2.985  -0.566
N  0.524  -0.174  2.408
P  -0.763  2.391  0.475
C  1.071  -0.824  -1.181
H  -1.738  -0.808  -3.063
H  -0.764  -1.504  7.374
Ca  -1.076  -0.237  0.730
C  0.614  -1.818  5.744
H  -1.109  3.223  -0.632
C  0.638  -2.184  -1.112
C  0.106  -0.108  -1.986
C  -0.868  -1.054  -2.430
H  0.465  3.063  0.796
H  1.434  -0.557  2.132
H  -1.747  0.494  3.651
C  -0.534  -1.271  6.334
H  1.815  -1.947  3.928
C  0.124  -0.626  3.733
C  -1.398  -0.472  5.575
H  0.215  0.916  -2.338
C  -1.082  -0.153  4.243
C  0.926  -1.531  4.410
C  -0.560  -2.315  -1.865
H  -1.182  -3.218  -1.929
H  0.638  0.847  2.365
H  1.263  -2.481  6.311

***

Density functional theory data (ωB97M-V with the def2-TZVPD basis set) for 4 unconnected molecules or ions with the total composition C15H36B3BrO6.

Its structure (SMILES) is C=CB1OB(Br)OB(CC(C)C)O1.CC(C)O.CC(C)O.CC(C)O. Its HOMO energy is -9.7 eV. As for the spin multiplicity: 1. Its energy above the lowest of the compared OMol25 structures with the same formula, charge and spin is 0.4361 eV.

Cartesian coordinates (Å):
H  2.588  1.205  -3.894
B  -2.081  2.008  3.577
H  -2.028  1.685  0.716
H  -5.130  2.220  1.366
O  0.390  0.934  -1.351
C  -1.434  3.309  3.010
O  -2.698  -0.571  3.214
H  0.271  0.375  -4.674
H  0.633  0.028  -1.125
C  -0.657  3.086  1.695
H  2.132  -0.141  3.353
H  0.186  1.103  2.031
Br  -0.978  -1.613  5.221
H  3.269  0.210  4.663
H  -0.506  -6.031  -4.507
H  -1.592  -2.754  -3.518
C  5.590  -0.129  3.177
H  0.493  -3.798  -5.094
H  -6.510  1.008  1.099
H  5.797  -0.157  4.248
H  0.262  -0.838  -3.386
C  -5.476  1.190  1.376
H  1.117  2.132  0.940
H  -1.674  -5.207  -3.463
C  -4.639  0.196  1.716
H  4.025  0.294  1.155
C  -1.554  2.658  0.539
H  3.191  1.264  3.242
H  2.582  -0.009  -2.605
H  -2.351  3.382  0.350
C  4.181  -0.616  2.874
C  3.132  0.226  3.581
C  0.769  1.154  -2.712
H  1.159  2.441  2.679
O  -1.320  1.065  4.284
H  5.715  0.901  2.830
H  -0.959  2.547  -0.367
H  0.480  2.185  -2.931
H  -0.233  4.056  1.414
H  6.327  -0.746  2.663
H  0.045  -5.155  -3.069
C  -0.526  -3.872  -4.709
H  -4.750  -0.770  1.228
C  2.275  1.006  -2.868
C  0.021  0.199  -3.626
H  -2.538  -3.864  -5.488
B  -3.567  0.435  2.795
H  -1.394  -2.919  -6.442
H  4.083  -1.658  3.183
C  0.520  2.127  1.852
C  -0.670  -5.146  -3.892
H  -0.729  3.688  3.758
O  3.949  -0.616  1.464
O  -3.415  1.671  3.409
O  -0.698  -2.723  -3.877
H  2.800  1.696  -2.205
C  -1.512  -3.837  -5.866
H  -1.370  -4.688  -6.533
B  -1.738  -0.226  4.130
H  -1.056  0.320  -3.502
H  -2.196  4.080  2.873

***

Density functional theory data (ωB97M-V with the def2-TZVPD basis set) for a molecular structure, C16H17BaClN3O2S3.

Its total charge is -1. Its HOMO energy is -2.5 eV. As for the spin multiplicity: 1. Its energy above the lowest of the compared OMol25 structures with the same formula, charge and spin is 0.6641 eV.

Cartesian coordinates (Å):
S  10.394  14.823  13.567
N  6.492  16.115  10.712
C  12.415  11.089  14.780
C  11.464  12.384  12.950
C  7.988  9.283  13.086
C  12.075  11.212  13.453
H  5.499  15.887  10.870
S  11.286  12.596  11.246
H  12.168  11.790  16.805
H  8.237  10.405  14.841
C  11.128  13.022  15.427
H  10.921  13.770  16.159
C  5.067  13.285  12.085
O  7.996  13.961  9.537
H  7.939  12.937  7.091
H  9.177  10.156  10.287
C  11.029  13.308  13.974
O  7.515  14.903  7.510
H  9.240  13.954  7.529
S  8.493  7.830  11.032
H  6.523  6.551  15.373
Cl  3.907  13.242  10.653
C  7.452  14.888  8.837
H  8.460  14.173  5.891
H  4.581  13.941  12.754
H  4.940  12.309  12.481
N  6.824  15.994  9.311
C  7.262  8.505  15.277
C  11.901  11.904  15.753
C  8.386  13.893  6.947
C  7.239  6.992  13.374
C  7.757  7.981  12.609
H  6.198  16.386  8.615
H  7.203  8.680  16.313
C  7.802  9.497  14.489
N  8.374  10.233  12.149
H  6.663  17.053  11.134
H  12.463  10.531  12.687
C  6.908  7.289  14.710
H  7.116  5.987  12.983
C  8.714  9.587  11.030
H  13.212  10.366  15.105
Ba  7.901  13.342  12.049

***

Density functional theory data (ωB97M-V with the def2-TZVPD basis set) for a molecular structure, C24H21FGeRuS4Sb.

Its HOMO energy (alpha / beta) is -7.8 / -7.9 eV. As for the spin multiplicity: 6.

Cartesian coordinates (Å):
C  -1.445  -4.576  1.701
H  2.003  1.703  2.646
H  -2.410  3.895  0.044
H  -0.121  4.011  -0.922
C  -1.824  2.690  -3.599
C  -1.079  -1.050  0.527
C  0.153  -3.464  3.098
C  -2.220  3.542  -0.959
C  2.482  0.795  2.302
F  -4.521  3.200  -1.268
H  1.969  -1.778  0.162
H  4.183  -2.421  1.032
S  3.003  0.863  -4.852
C  -2.650  -3.314  -0.030
S  2.750  2.086  -1.004
H  -3.222  -4.202  -0.260
C  -2.877  -2.137  -0.692
C  1.847  0.010  1.347
H  -3.956  2.503  -3.688
H  -3.639  -2.076  -1.453
C  2.470  -1.149  0.895
H  -1.663  2.402  -4.627
C  -0.907  -2.225  1.303
C  -0.031  -2.294  2.405
H  5.297  -1.017  2.735
H  0.832  -3.500  3.937
Ge  0.116  0.558  0.537
H  1.361  3.697  -2.992
C  -1.672  -3.383  0.984
Ru  0.602  1.494  -1.656
H  4.201  1.023  3.563
C  -3.094  2.745  -3.088
H  -1.800  2.037  1.469
Sb  2.523  0.128  -2.737
C  -0.540  -4.624  2.729
H  0.488  -1.398  2.714
H  -0.373  -5.548  3.266
H  0.740  2.653  -4.352
C  3.715  0.418  2.809
H  -2.241  -0.109  -0.987
C  -0.782  1.849  1.795
S  -0.013  -0.453  -2.742
S  3.745  -1.693  -2.123
H  -2.006  -5.456  1.416
C  -2.081  -1.023  -0.420
C  3.705  -1.523  1.393
H  -0.820  1.380  2.774
H  -0.257  2.798  1.877
C  -0.924  3.507  -1.471
C  0.633  2.945  -3.308
C  -3.272  3.150  -1.764
C  4.326  -0.738  2.351
C  -0.703  3.071  -2.818

***

Density functional theory data (ωB97M-V with the def2-TZVPD basis set) for a molecular structure, C10H16BrFO.

Its HOMO energy is -8.7 eV. As for the spin multiplicity: 1. Its energy above the lowest of the compared OMol25 structures with the same formula, charge and spin is 0.0000 eV.

Cartesian coordinates (Å):
H  1.199  -0.799  -0.921
C  1.191  1.733  -0.026
H  -2.755  -0.235  -1.799
C  0.138  2.260  -0.901
H  -1.454  -2.375  -1.925
C  0.346  -0.556  -0.345
C  1.935  0.033  1.599
C  -0.230  0.944  -2.244
H  -2.304  -0.601  -0.039
H  2.849  0.398  1.073
C  -2.134  0.005  -0.961
H  0.226  -2.080  -2.392
H  0.100  1.845  2.350
H  -1.122  1.362  1.113
O  -0.559  3.198  -0.951
C  -0.729  -1.613  -2.299
H  -2.263  1.137  -0.729
H  1.930  0.306  2.705
H  1.449  2.655  0.709
C  0.733  0.469  0.756
C  -0.340  0.972  1.675
H  2.091  1.414  -0.556
H  -0.872  0.345  2.378
H  -1.375  -1.514  -3.251
C  -0.671  -0.315  -1.493
F  -1.185  1.402  -3.024
H  1.928  -1.091  1.776
Br  1.493  0.878  -3.175
H  -0.091  -1.476  0.215

***

| no. | maximum force (eV Å⁻¹) |
| --- | --- |
| 1 | 3.87 |
| 2 | 0.60 |
| 3 | 0.62 |
| 4 | 3.20 |
| 5 | 1.12 |
| 6 | 4.32 |
| 7 | 2.26 |
| 8 | 5.30 |